# 1
Molecular formula: C33H71N2O3P
Method: DFT, ωB97M-V/def2-TZVPD

Properties
Kohn-Sham gap (Ha): 0.367
Largest force on an atom (eV/Å): 0.3
HOMO level (eV): -9.59

Last column: Mulliken charge in e.
CARTESIAN COORDINATES (ANGSTROEM)
C: 4.2725 -6.8259 -1.2314  -0.912
C: 4.6480 -6.0175 -2.4752  -0.353
O: 3.9093 -4.8208 -2.6377  -0.471
C: 2.5246 -5.0125 -2.8274  -0.529
C: 1.7167 -4.7289 -1.5615  -0.577
O: 0.6338 -3.8857 -1.9385  -0.270
C: -0.4467 -3.8390 -1.0234  1.440
C: -1.2716 -2.7119 -1.4569  -0.602
N: -1.9335 -1.8297 -1.7748  -0.488
C: 0.0373 -3.5718 0.4226  -0.576
C: -1.0526 -3.1966 1.3063  -0.184
N: -1.9364 -2.9280 1.9869  -0.401
P: -1.3785 -5.5263 -1.1549  0.184
C: -3.0571 -5.0097 -1.6630  -0.993
O: -1.6200 -5.9119 0.4256  -0.521
H: 3.6165 -7.6642 -1.4635  0.292
H: 5.1671 -7.2338 -0.7621  0.361
H: 3.7819 -6.1960 -0.4900  0.218
H: 5.6896 -5.7077 -2.4231  0.383
H: 4.5384 -6.6367 -3.3726  0.292
H: 2.3243 -6.0244 -3.1912  0.325
H: 2.1862 -4.3139 -3.5943  0.162
H: 2.3740 -4.2329 -0.8429  0.347
H: 1.3325 -5.6563 -1.1237  0.477
H: 0.7811 -2.7727 0.4024  0.622
H: 0.5004 -4.4709 0.8282  0.438
H: -3.5590 -5.8865 -2.0703  0.365
H: -3.0373 -4.2366 -2.4273  0.277
H: -3.6299 -4.6402 -0.8104  0.369
H: -2.2540 -5.3449 0.8834  0.310
C: 1.4357 -0.0624 -6.9049  -1.180
C: 0.6360 -1.1715 -7.5810  -0.306
C: -0.8124 -1.2579 -7.1015  -0.861
C: -0.9755 -1.5503 -5.6087  -0.770
C: -0.2979 -2.8313 -5.1287  1.017
C: -0.8362 -4.0969 -5.7891  -1.393
H: 1.5113 -0.2189 -5.8278  0.267
H: 2.4511 -0.0125 -7.3002  0.376
H: 0.9654 0.9098 -7.0680  0.298
H: 1.1384 -2.1303 -7.4241  0.207
H: 0.6350 -1.0055 -8.6615  0.383
H: -1.3339 -2.0219 -7.6850  0.316
H: -1.3168 -0.3129 -7.3269  0.401
H: -2.0440 -1.6082 -5.3783  0.428
H: -0.5933 -0.7096 -5.0242  0.348
H: -0.4335 -2.9090 -4.0513  -0.740
H: 0.7830 -2.7670 -5.2895  0.186
H: -1.9111 -4.1968 -5.6176  0.312
H: -0.3510 -4.9874 -5.3837  0.358
H: -0.6707 -4.0975 -6.8677  0.381
C: -6.2835 -0.2735 6.4532  -1.216
C: -4.8763 -0.3190 7.0398  -0.378
C: -3.9197 0.6920 6.4094  -0.789
C: -3.6892 0.5061 4.9082  -0.737
C: -3.1657 -0.8707 4.5023  -0.271
C: -1.8078 -1.2109 5.1036  -1.044
H: -6.2851 -0.5199 5.3904  0.284
H: -6.9418 -0.9844 6.9545  0.385
H: -6.7193 0.7217 6.5658  0.295
H: -4.4708 -1.3293 6.9367  0.226
H: -4.9294 -0.1234 8.1141  0.388
H: -2.9614 0.6478 6.9345  0.285
H: -4.3088 1.7011 6.5801  0.417
H: -2.9774 1.2683 4.5724  0.276
H: -4.6178 0.7062 4.3669  0.400
H: -3.0872 -0.9098 3.4147  0.260
H: -3.8903 -1.6431 4.7754  0.416
H: -1.0623 -0.4685 4.8063  0.009
H: -1.4657 -2.1859 4.7553  0.380
H: -1.8341 -1.2392 6.1947  0.382
C: 4.0882 3.4552 3.5420  -1.471
C: 2.7937 3.5577 2.7424  0.175
C: 1.5325 3.4717 3.5993  -0.728
C: 1.3586 2.1533 4.3554  -0.779
C: 1.3517 0.9096 3.4678  -0.531
C: 0.2215 0.9061 2.4437  -0.490
H: 4.1732 2.4946 4.0529  0.313
H: 4.9593 3.5582 2.8936  0.435
H: 4.1404 4.2413 4.2983  0.297
H: 2.7743 2.7809 1.9725  0.190
H: 2.7786 4.5115 2.2082  0.087
H: 0.6605 3.6426 2.9612  0.296
H: 1.5387 4.2925 4.3236  0.470
H: 0.4164 2.1947 4.9117  0.306
H: 2.1465 2.0521 5.1067  0.353
H: 1.2592 0.0280 4.1083  0.393
H: 2.3122 0.8099 2.9539  0.400
H: -0.7494 0.9827 2.9387  0.024
H: 0.2214 -0.0173 1.8612  0.031
H: 0.3056 1.7349 1.7391  0.250
C: 1.5881 9.3341 -1.3636  -1.204
C: 1.2666 8.0359 -2.0969  -0.345
C: -0.0398 7.3858 -1.6434  -0.770
C: -0.0777 6.9839 -0.1676  -0.929
C: 1.0354 6.0309 0.2649  -0.040
C: 1.0146 4.6942 -0.4694  -1.113
H: 1.7214 9.1707 -0.2931  0.279
H: 2.5075 9.7823 -1.7424  0.378
H: 0.7842 10.0621 -1.4922  0.298
H: 2.0952 7.3327 -1.9744  0.232
H: 1.1991 8.2372 -3.1691  0.397
H: -0.2349 6.5090 -2.2665  0.317
H: -0.8652 8.0789 -1.8349  0.400
H: -1.0449 6.5146 0.0388  0.400
H: -0.0404 7.8804 0.4572  0.344
H: 0.9376 5.8504 1.3392  0.162
H: 2.0103 6.5078 0.1274  0.273
H: 0.0585 4.1864 -0.3222  0.259
H: 1.8030 4.0362 -0.1007  0.277
H: 1.1667 4.8170 -1.5427  0.382

---

# 2
Molecular formula: C33H72BrNO30P6S
Method: DFT, ωB97M-V/def2-TZVPD

Properties
Kohn-Sham gap (Ha): 0.252
Largest force on an atom (eV/Å): 8.4
HOMO level (eV): -8.45

Last column: Mulliken charge in e.
CARTESIAN COORDINATES (ANGSTROEM)
C: -1.3964 -3.7292 0.4321  -0.926
C: -0.6549 -2.6532 0.8235  -1.162
C: 0.2940 -2.0220 -0.2374  1.248
C: 1.4230 -3.0130 -0.3748  -0.367
C: 1.8150 -3.4830 -1.6310  -0.685
C: 2.8889 -4.3598 -1.6286  -0.610
C: 3.5375 -4.7508 -0.4730  -0.488
N: 3.1375 -4.3318 0.7293  -0.722
C: 2.1151 -3.4953 0.7299  0.078
O: -0.5365 -1.8875 -1.4053  -0.354
S: -1.5859 -0.7074 -1.0673  1.366
O: -1.8342 -0.0396 -2.2946  -0.624
O: -2.8020 -1.1221 -0.4653  -0.643
O: -0.6322 0.0888 -0.0706  -0.447
C: 0.6927 -0.5411 0.0250  2.406
C: 1.1275 -0.2726 1.4543  -1.384
C: 1.2897 1.2144 1.8089  -0.868
O: 0.8854 1.3849 3.1885  -0.477
C: 1.8231 0.8751 4.0112  0.108
O: 1.5389 0.2779 4.9897  -0.458
C: 1.6262 -0.0620 -1.1326  0.075
Br: 0.9184 1.5671 -1.9814  -0.001
C: 3.0611 0.3029 -0.7354  -0.477
C: 3.9627 -0.8751 -0.3327  -1.359
H: -2.4752 -3.6545 0.3377  0.318
H: -0.8726 -4.6443 0.1592  0.286
H: -0.6943 -2.2719 1.8392  0.390
H: 1.3125 -3.1818 -2.5382  0.467
H: 3.2426 -4.7507 -2.5756  0.388
H: 4.3885 -5.4158 -0.5278  0.408
H: 1.7855 -3.1453 1.7061  0.540
H: 2.0235 -0.8242 1.7326  0.156
H: 0.3317 -0.6457 2.0965  0.983
H: 2.3356 1.5218 1.7739  0.441
H: 0.7241 1.8842 1.1702  0.341
H: 2.8847 1.0622 3.7859  0.407
H: 1.6746 -0.7880 -1.9369  0.145
H: 3.1274 1.0622 0.0376  -0.231
H: 3.5135 0.7435 -1.6235  0.780
H: 3.6276 -1.3471 0.5855  0.128
H: 4.9420 -0.4487 -0.1029  0.553
H: 4.1323 -1.5845 -1.1401  0.280
C: 0.1064 -0.8715 -4.8370  -0.179
O: 0.9249 -0.4581 -5.9542  -0.399
P: 0.1693 -0.2385 -7.4387  1.017
O: 1.4443 -0.3684 -8.2135  -0.692
O: -0.1874 1.3062 -7.0612  -0.210
C: 0.8670 2.1401 -6.5891  -0.642
O: -0.8629 -0.0875 -8.7135  -0.153
C: -0.9467 -1.1997 -9.6209  -0.752
H: 0.7441 -0.9442 -3.9602  -0.336
H: -0.6787 -0.1387 -4.6407  0.337
H: -0.3404 -1.8484 -5.0306  0.402
H: 1.8412 1.7901 -6.9287  0.329
H: 0.8535 2.1801 -5.4989  0.177
H: 0.6937 3.1432 -6.9768  0.219
H: -1.0081 -2.1467 -9.0872  0.330
H: -0.0762 -1.2009 -10.2736  0.294
H: -1.8480 -1.0707 -10.2154  0.248
C: -5.9574 -1.5517 5.6163  -0.589
O: -4.5427 -1.8055 5.4773  -0.341
P: -4.0868 -3.2806 4.8868  1.143
O: -2.6875 -3.3699 5.3631  -0.701
O: -4.2296 -2.8558 3.3408  -0.334
C: -3.4302 -1.7781 2.8597  -0.448
O: -4.4943 -4.8080 4.5061  -0.284
C: -4.4469 -5.7709 5.5744  -0.655
H: -6.0885 -0.5421 5.9958  0.286
H: -6.4584 -1.6368 4.6489  0.329
H: -6.4003 -2.2548 6.3230  0.162
H: -2.5286 -1.6406 3.4589  0.433
H: -4.0106 -0.8548 2.8613  0.303
H: -3.1418 -2.0011 1.8359  -0.126
H: -4.8993 -5.3801 6.4847  0.285
H: -3.4126 -6.0489 5.7683  0.291
H: -5.0041 -6.6474 5.2526  0.247
C: 7.3096 5.6745 0.9050  -0.781
O: 6.4443 4.5493 0.6136  -0.076
P: 5.1110 4.9068 -0.3093  0.530
O: 4.2387 3.7517 0.0080  -0.179
O: 5.9127 4.7336 -1.7020  -0.378
C: 6.5268 3.4825 -1.9830  -0.485
O: 4.1360 5.9794 -1.0381  -0.312
C: 3.0245 6.4765 -0.2648  -0.663
H: 8.1581 5.3205 1.4844  0.184
H: 7.6742 6.1228 -0.0233  0.379
H: 6.7654 6.4191 1.4862  0.316
H: 6.0463 2.6649 -1.4444  0.170
H: 7.5859 3.5192 -1.7217  0.209
H: 6.4388 3.3021 -3.0523  0.276
H: 3.3276 6.7379 0.7476  0.325
H: 2.2400 5.7229 -0.2315  0.248
H: 2.6508 7.3676 -0.7621  0.243
C: -12.2920 -4.6683 9.3041  -0.668
O: -12.2039 -3.4225 8.5807  -0.297
P: -10.7343 -3.0064 7.9467  0.974
O: -10.8910 -1.5456 7.7704  -0.679
O: -10.9286 -3.8585 6.5928  -0.320
C: -12.0257 -3.5357 5.7430  -0.670
O: -9.1309 -3.2636 7.8774  -0.175
C: -8.3284 -2.6051 8.8752  -0.745
H: -13.3203 -4.7921 9.6323  0.234
H: -12.0192 -5.5081 8.6596  0.322
H: -11.6429 -4.6518 10.1801  0.282
H: -12.3511 -2.5045 5.8774  0.350
H: -12.8605 -4.2101 5.9383  0.238
H: -11.6997 -3.6732 4.7142  0.235
H: -8.7728 -2.6934 9.8650  0.374
H: -8.2134 -1.5540 8.6163  0.312
H: -7.3505 -3.0812 8.8856  0.238
C: -2.5125 5.8778 -9.1476  -0.603
O: -3.4897 4.9555 -9.6701  -0.289
P: -4.1671 3.8792 -8.6092  1.156
O: -4.6667 2.8334 -9.5301  -0.699
O: -5.3071 4.9030 -8.1000  -0.359
C: -6.2280 5.4151 -9.0555  -0.698
O: -4.1349 3.1811 -7.1493  -0.366
C: -3.2759 2.0276 -7.0107  -0.571
H: -2.1861 6.5176 -9.9632  0.236
H: -2.9499 6.4981 -8.3605  0.327
H: -1.6483 5.3412 -8.7541  0.204
H: -6.3296 4.7523 -9.9147  0.344
H: -5.9074 6.4023 -9.3927  0.240
H: -7.1953 5.5111 -8.5663  0.237
H: -2.3095 2.1990 -7.4738  0.265
H: -3.7556 1.1616 -7.4641  0.308
H: -3.1299 1.8398 -5.9493  0.285
C: 12.5338 0.9092 3.4614  -0.681
O: 11.2103 0.7144 4.0026  -0.292
P: 9.9411 0.7113 2.9416  1.087
O: 8.8040 1.0091 3.8410  -0.677
O: 10.0909 -0.8472 2.5618  -0.330
C: 9.9633 -1.8115 3.6031  -0.679
O: 9.3827 1.0220 1.4477  -0.347
C: 8.9473 2.3700 1.1913  -0.762
H: 13.2413 0.8655 4.2848  0.233
H: 12.7750 0.1230 2.7412  0.326
H: 12.6137 1.8847 2.9805  0.283
H: 9.3720 -1.4314 4.4357  0.351
H: 10.9503 -2.1070 3.9615  0.235
H: 9.4674 -2.6856 3.1864  0.241
H: 9.6576 3.0937 1.5911  0.383
H: 7.9667 2.5279 1.6377  0.420
H: 8.8754 2.5022 0.1146  0.173

---

Question: Among the records above, which one has the highest HOMO level?
Answer: C33H72BrNO30P6S

---

Question: Kohn-Sham gap of number 1 (C33H71N2O3P)?
Answer: 0.367 Ha